Entry 1:
Here is C11H16IO9P in the gas phase from the Open Molecules 2025 dataset. Energies are from ωB97M-V/def2-TZVPD.

The geometry in ORCA input format:
```
! RIJCOSX wB97M-V def2-TZVPD def2/J DEFGRID3
* xyz 0 1
C 2.1845 2.6374 2.6603
P 2.6993 1.3410 1.3003
O 4.1033 0.4625 1.9206
C 1.1852 0.1836 1.1672
C 1.2481 -1.3127 1.8920
O 2.1927 -1.8671 2.6591
O -0.0446 -1.8844 1.3935
C -0.5596 -1.3121 0.1044
C -1.9784 -0.6588 0.5963
O -2.1296 0.7821 0.3461
O -2.1189 1.4832 1.4441
C -0.5973 -2.7062 -0.8186
C -1.8750 -3.6762 -0.4836
O -2.5747 -4.1537 -1.5494
I -2.5550 -4.3197 1.4936
C 0.7005 -0.3573 -0.3203
O 1.8210 -1.1777 -0.8104
C 0.5315 0.8050 -1.4584
C -0.5719 0.4946 -2.6275
C -1.6372 1.7609 -2.8709
O -1.4253 3.0046 -2.4296
O -2.8634 1.5226 -3.6574
H 1.5205 2.1202 3.4963
H 3.1094 3.1198 3.1914
H 1.5139 3.4922 2.2042
H 4.1557 0.7239 2.9069
H 0.3747 0.7169 1.8419
H -2.0616 -0.7978 1.7792
H -2.9425 -1.1817 0.1579
H -1.7870 2.4326 1.2694
H 0.3781 -3.3430 -0.5663
H -0.5575 -2.4954 -1.9687
H 2.6968 -0.6843 -0.7716
H 1.5825 0.9199 -2.0056
H 0.3403 1.8421 -0.8989
H -1.2047 -0.4775 -2.4775
H 0.0116 0.4015 -3.6644
H -2.8656 2.1591 -4.4454
*
```

Computed properties:
SMILES string = CP(O)[C@@H]1C(=O)O[C@](COO)(CC(=O)I)[C@@]1(O)CCC(=O)O

Which charges does Mulliken predict for the atoms? In e, they are: number 1, C, carries -1.0412; number 2, P, carries 0.1875; number 3, O, carries -0.4819; number 4, C, carries -0.0481; number 5, C, carries 0.4451; number 6, O, carries -0.5877; number 7, O, carries -0.2255; number 8, C, carries 0.4529; number 9, C, carries -0.9802; number 10, O, carries 0.0105; number 11, O, carries -0.5224; number 12, C, carries -0.1399; number 13, C, carries -0.0691; number 14, O, carries -0.5315; number 15, I, carries 0.0834; number 16, C, carries 0.7778; number 17, O, carries -0.6268; number 18, C, carries -0.7694; number 19, C, carries -0.5163; number 20, C, carries 0.4697; number 21, O, carries -0.5387; number 22, O, carries -0.4726; number 23, H, carries 0.3296; number 24, H, carries 0.3549; number 25, H, carries 0.2912; number 26, H, carries 0.2949; number 27, H, carries 0.2134; number 28, H, carries 0.4152; number 29, H, carries 0.2352; number 30, H, carries 0.3211; number 31, H, carries 0.3631; number 32, H, carries 0.2713; number 33, H, carries 0.4861; number 34, H, carries 0.3204; number 35, H, carries 0.3383; number 36, H, carries 0.1189; number 37, H, carries 0.4068; number 38, H, carries 0.3638


Entry 2:
Here is a molecular structure, C20H10ClN4O2PdS2 from the Open Molecules 2025 dataset. Energies are from ωB97M-V/def2-TZVPD.

The geometry in ORCA input format:
```
! RIJCOSX wB97M-V def2-TZVPD def2/J DEFGRID3
* xyz 2 6
Pd -0.9945 0.9027 0.2541
Cl -3.2134 -3.2303 6.0468
C -2.5438 -2.0938 4.9985
C -1.7609 -1.0339 5.5042
C -1.2209 -0.1284 4.6461
C -1.4279 -0.2090 3.2179
O -0.9011 0.6564 2.4867
C -2.2466 -1.3131 2.7171
C -2.5442 -1.5494 1.3183
O -2.2099 -0.8958 0.3347
C -2.7697 -2.2161 3.6118
H -1.6003 -0.9586 6.5712
H -0.6166 0.6957 5.0017
H -3.1369 -2.4528 1.1211
H -3.3698 -3.0463 3.2574
S 4.4328 0.1820 -5.1366
N 2.9004 0.2927 -5.2781
C 2.3436 0.3928 -3.9425
C 1.0275 0.5128 -3.6511
C -0.0068 0.5475 -4.6468
C -1.3017 0.6696 -4.2480
C -1.5935 0.7735 -2.8733
N -0.6517 0.7535 -1.9326
C 0.6328 0.6125 -2.2698
C 1.6175 0.5466 -1.2014
N 1.1831 0.6035 0.0744
C 2.0692 0.5638 1.0656
C 3.4325 0.4563 0.8371
C 3.8907 0.3817 -0.4664
C 2.9697 0.4272 -1.5015
C 3.3487 0.3521 -2.9294
N 4.5340 0.2418 -3.3529
H 0.2720 0.4716 -5.6889
H -2.1122 0.6928 -4.9620
H -2.6144 0.8746 -2.5300
H 1.6704 0.6241 2.0697
H 4.1146 0.4305 1.6744
H 4.9444 0.2920 -0.6972
S -3.8739 3.0403 0.2375
C -2.6731 2.1370 0.2625
*
```

Computed properties:
ΔE to the lowest compared entry with this formula, charge and spin = 8.1 kcal per mole

Which charges does Mulliken predict for the atoms? In e, they are: number 1, Pd, carries 0.3082; number 2, Cl, carries -0.0739; number 3, C, carries 0.2649; number 4, C, carries -0.6015; number 5, C, carries -0.5399; number 6, C, carries 0.6632; number 7, O, carries -0.4228; number 8, C, carries 0.6629; number 9, C, carries -0.0474; number 10, O, carries -0.4291; number 11, C, carries -0.7773; number 12, H, carries 0.4661; number 13, H, carries 0.4886; number 14, H, carries 0.3910; number 15, H, carries 0.4538; number 16, S, carries 0.2048; number 17, N, carries -0.5442; number 18, C, carries 0.7117; number 19, C, carries 0.2471; number 20, C, carries -0.5776; number 21, C, carries -0.8783; number 22, C, carries -0.0973; number 23, N, carries -0.2799; number 24, C, carries 0.1040; number 25, C, carries 0.2017; number 26, N, carries -0.1737; number 27, C, carries -0.1719; number 28, C, carries -0.9448; number 29, C, carries -0.2716; number 30, C, carries 0.3769; number 31, C, carries 0.6834; number 32, N, carries -0.7247; number 33, H, carries 0.5569; number 34, H, carries 0.4425; number 35, H, carries 0.3916; number 36, H, carries 0.5294; number 37, H, carries 0.4476; number 38, H, carries 0.5702; number 39, S, carries 0.0709; number 40, C, carries 0.3185


Entry 3:
Here is C13H17N3O3 in the gas phase from the Open Molecules 2025 dataset. Energies are from ωB97M-V/def2-TZVPD.

The geometry in ORCA input format:
```
! RIJCOSX wB97M-V def2-TZVPD def2/J DEFGRID3
* xyz 0 1
O -4.2939 3.1467 0.7299
O -3.9609 2.9578 2.8858
N 0.3164 -3.1604 -0.7542
O 1.3138 -2.9242 -1.5917
C 0.1809 -2.3370 0.2417
C -2.9493 0.7090 0.3806
C -2.1202 0.9587 2.5876
C -2.2260 -0.4608 0.1955
C -1.4450 -0.2933 2.5129
C -2.9091 1.4524 1.5271
C -1.5549 -1.0256 1.3135
N 2.1355 0.8527 -1.7048
N -3.7267 2.6017 1.7021
C -0.9485 -2.3461 1.1320
C 1.1893 2.0123 -1.4749
C 3.4975 1.0608 -1.4554
C 1.3529 -1.3765 0.1568
C 1.7028 -0.4275 -2.1521
C 1.9806 -1.6692 -1.1692
H -3.5622 1.1678 -0.3399
H -2.0006 1.3671 3.5773
H -2.1546 -1.0790 -0.6998
H -0.8483 -0.7748 3.3252
H -1.7074 -2.9780 0.5824
H -0.6871 -2.8596 2.0022
H 0.1096 1.7340 -1.3955
H 1.3871 2.5995 -2.4009
H 1.4942 2.6482 -0.6666
H 3.8475 2.1267 -1.3936
H 4.0400 0.4857 -2.1470
H 3.7883 0.6304 -0.4160
H 0.9444 -0.3647 0.2705
H 2.0080 -1.4592 1.0761
H 2.1088 -0.5438 -3.1531
H 0.6541 -0.5106 -2.2331
H 3.0430 -1.9212 -1.0513
*
```

Computed properties:
ΔE to the lowest compared entry with this formula, charge and spin = 173.0 kcal per mole
SMILES string = CN(C)C[C@H]1CC(Cc2ccc([N+](=O)[O-])cc2)=NO1

Which charges does Mulliken predict for the atoms? In e, they are: number 1, O, carries -0.5665; number 2, O, carries -0.5395; number 3, N, carries -0.5689; number 4, O, carries -0.2577; number 5, C, carries 0.4062; number 6, C, carries -0.5049; number 7, C, carries -0.4544; number 8, C, carries -0.4178; number 9, C, carries -0.4232; number 10, C, carries 0.0365; number 11, C, carries 0.4575; number 12, N, carries 0.2982; number 13, N, carries 0.8883; number 14, C, carries -1.2375; number 15, C, carries -1.0017; number 16, C, carries -0.9908; number 17, C, carries -0.1250; number 18, C, carries -1.3278; number 19, C, carries 0.2425; number 20, H, carries 0.5324; number 21, H, carries 0.4075; number 22, H, carries 0.4252; number 23, H, carries 0.3662; number 24, H, carries 0.3739; number 25, H, carries 0.5227; number 26, H, carries 0.2487; number 27, H, carries 0.4219; number 28, H, carries 0.3215; number 29, H, carries 0.3256; number 30, H, carries 0.3794; number 31, H, carries 0.2046; number 32, H, carries 0.1512; number 33, H, carries 0.2850; number 34, H, carries 0.4167; number 35, H, carries 0.3499; number 36, H, carries 0.3541


Entry 4:
Here is a molecular structure, C25H23N4O3PtS from the Open Molecules 2025 dataset. Energies are from ωB97M-V/def2-TZVPD.

The geometry in ORCA input format:
```
! RIJCOSX wB97M-V def2-TZVPD def2/J DEFGRID3
* xyz 1 1
Pt -0.2096 1.5091 -0.3532
N -3.2023 -2.4941 -6.9420
C -2.7403 -2.2231 -5.6951
C -3.4946 -1.4283 -4.8130
C -3.0206 -1.1422 -3.5564
C -1.7829 -1.6473 -3.1555
C -1.0201 -2.4377 -4.0145
C -1.4956 -2.7213 -5.2719
S -1.1972 -1.2788 -1.5756
O -0.2565 -2.2573 -1.1227
O -2.2643 -0.8591 -0.7198
N -0.2970 0.1717 -1.8211
C 1.0869 0.0409 -1.9953
N 1.7005 -0.6963 -2.8854
C 3.0324 -0.6025 -2.8551
C 3.7293 0.2139 -1.9663
C 2.9888 0.9523 -1.0656
N 1.6651 0.8467 -1.0896
H -4.1328 -2.2307 -7.2089
H -2.7207 -3.1463 -7.5329
H -4.4582 -1.0489 -5.1273
H -3.6062 -0.5427 -2.8732
H -0.0661 -2.8249 -3.6853
H -0.9140 -3.3400 -5.9431
H 3.5638 -1.2066 -3.5802
H 4.8066 0.2662 -1.9773
H 3.4254 1.6098 -0.3239
C 0.0432 -1.7943 5.8895
C 0.3269 -0.4468 5.7056
C 0.2566 0.1151 4.4426
C -0.0989 -0.6709 3.3452
C -0.4070 -2.0173 3.5422
C -0.3268 -2.5782 4.8064
C -0.1900 -0.1449 1.9740
C 0.3218 0.9877 1.5124
C 1.2736 1.9816 1.9881
C 0.9199 3.3336 2.0554
C 1.8518 4.2753 2.4675
C 3.1322 3.8745 2.8179
C 3.4904 2.5293 2.7563
C 2.5737 1.5855 2.3338
H 0.0982 -2.2280 6.8789
H 0.5948 0.1709 6.5524
H 0.4571 1.1703 4.3174
H -0.7037 -2.6259 2.6963
H -0.5601 -3.6250 4.9460
H -0.7532 -0.7701 1.2841
H -0.0902 3.6376 1.8056
H 1.5739 5.3188 2.5234
H 3.8551 4.6083 3.1479
H 4.4866 2.2215 3.0458
H 2.8348 0.5350 2.2912
C -2.8626 1.7815 0.8390
O -1.8174 2.3620 0.0688
H -3.5495 2.5874 1.0949
H -2.4714 1.3287 1.7548
H -3.3796 1.0145 0.2667
*
```

Computed properties:
ΔE to the lowest compared entry with this formula, charge and spin = 0.0 kcal per mole

Which charges does Mulliken predict for the atoms? In e, they are: number 1, Pt, carries 1.2302; number 2, N, carries -0.4633; number 3, C, carries 1.1359; number 4, C, carries -0.8131; number 5, C, carries -0.4720; number 6, C, carries -0.1697; number 7, C, carries -0.4632; number 8, C, carries -0.8151; number 9, S, carries 1.3774; number 10, O, carries -0.6480; number 11, O, carries -0.6780; number 12, N, carries -0.1915; number 13, C, carries 0.3683; number 14, N, carries -0.3880; number 15, C, carries -0.2295; number 16, C, carries -0.8253; number 17, C, carries 0.1134; number 18, N, carries -0.3965; number 19, H, carries 0.1993; number 20, H, carries 0.2005; number 21, H, carries 0.3010; number 22, H, carries 0.4729; number 23, H, carries 0.4375; number 24, H, carries 0.2930; number 25, H, carries 0.4445; number 26, H, carries 0.3962; number 27, H, carries 0.5130; number 28, C, carries -0.4347; number 29, C, carries -0.8255; number 30, C, carries -0.2569; number 31, C, carries 0.2839; number 32, C, carries -0.4335; number 33, C, carries -0.6873; number 34, C, carries 0.2276; number 35, C, carries -0.3477; number 36, C, carries 0.0221; number 37, C, carries 0.0781; number 38, C, carries -0.7758; number 39, C, carries -0.4349; number 40, C, carries -0.7353; number 41, C, carries -0.1918; number 42, H, carries 0.4021; number 43, H, carries 0.4019; number 44, H, carries 0.5119; number 45, H, carries 0.4839; number 46, H, carries 0.3963; number 47, H, carries 0.1057; number 48, H, carries 0.4750; number 49, H, carries 0.4446; number 50, H, carries 0.4306; number 51, H, carries 0.4411; number 52, H, carries 0.5371; number 53, C, carries -0.2752; number 54, O, carries -0.3966; number 55, H, carries 0.3244; number 56, H, carries 0.1501; number 57, H, carries 0.1489


Entry 5:
Here is 3 unconnected molecules or ions with the total composition C4H17N3O2 from the Open Molecules 2025 dataset. Energies are from ωB97M-V/def2-TZVPD.

The geometry in ORCA input format:
```
! RIJCOSX wB97M-V def2-TZVPD def2/J DEFGRID3
* xyz 0 1
N 3.1587 0.0871 -0.3048
C 1.8510 0.1101 -0.9391
C 0.6752 -0.3577 -0.0830
N -0.5601 0.4579 -0.3036
C -1.7544 -0.3206 0.1492
C -1.6401 -0.8551 1.6039
N -1.4260 -2.2768 1.6889
H 3.0629 0.4523 0.6198
H 3.6190 -0.8132 -0.3387
H 1.8256 -0.4581 -1.8874
H 1.4986 1.1674 -1.2860
H 0.5038 -1.4448 -0.2531
H 0.9440 -0.2058 1.0006
H -0.5175 1.2430 0.3104
H -2.5368 0.4102 0.0287
H -1.7626 -1.0810 -0.6393
H -1.0696 -0.1763 2.2250
H -2.5822 -0.5868 2.0463
H -0.5679 -2.5349 1.2040
H -2.1170 -2.8643 1.2682
H 0.4944 2.7989 1.9334
H 1.7115 2.6583 0.9489
O 0.8836 2.2577 1.2397
H -0.9461 0.7127 -2.1570
H -0.6665 0.0574 -3.5913
O -1.3399 0.3820 -2.9872
*
```

Computed properties:
ΔE to the lowest compared entry with this formula, charge and spin = 29.2 kcal per mole
SMILES string = NCCNCCN.O.O

Which charges does Mulliken predict for the atoms? In e, they are: number 1, N, carries -0.5668; number 2, C, carries -0.7845; number 3, C, carries -0.3404; number 4, N, carries -0.4253; number 5, C, carries -0.6127; number 6, C, carries -0.6407; number 7, N, carries -0.5865; number 8, H, carries 0.2528; number 9, H, carries 0.2486; number 10, H, carries 0.3536; number 11, H, carries 0.2322; number 12, H, carries 0.3222; number 13, H, carries 0.2649; number 14, H, carries 0.2486; number 15, H, carries 0.3716; number 16, H, carries 0.4491; number 17, H, carries 0.3219; number 18, H, carries 0.3794; number 19, H, carries 0.2744; number 20, H, carries 0.2675; number 21, H, carries 0.2590; number 22, H, carries 0.2750; number 23, O, carries -0.5752; number 24, H, carries 0.4056; number 25, H, carries 0.2905; number 26, O, carries -0.6847


no.,E (a.u.)
1,-1744.57319
2,-2521.38232
3,-895.32319
4,-1928.39870
5,-477.29496